Record 1
A single C18H22N8O2 molecule at a distorted geometry. Source: the OMol25 dataset; level of theory: ωB97M-V with the def2-TZVPD basis set.

The SMILES is CO[C@@H]1CCN(c2cc(Nc3cc(N)n4ncc(C(N)=O)c4n3)cc(C)n2)C1. The energy relative to the best compared isomer or geometry (same formula, charge and spin) comes out at 0.00 kJ/mol. The HOMO energy comes out at -0.300 Eh. The gap between HOMO and LUMO comes out at 8.66 eV. The total energy comes out at -1287.65883 Eh.

```
! RIJCOSX wB97M-V def2-TZVPD def2/J DEFGRID3
* xyz 0 1
C -2.1268 5.7257 3.7619
O -1.8080 4.4255 4.2798
C -1.8818 3.3811 3.3230
C -1.4038 2.0431 3.9088
C -1.1474 1.2351 2.6769
N -0.6922 2.1746 1.6415
C -0.5781 1.8622 0.2694
C -0.1909 0.6220 -0.1886
C -0.0739 0.3474 -1.5423
N 0.2413 -0.9484 -2.0428
C 0.9868 -1.9572 -1.5083
C 1.9653 -1.8360 -0.4705
C 2.6399 -2.9012 -0.0007
N 3.6737 -2.7529 0.9024
N 2.3549 -4.1653 -0.5273
N 2.9925 -5.3663 -0.3494
C 2.4562 -6.1683 -1.2194
C 1.4537 -5.4785 -1.9961
C 0.7619 -6.1421 -3.0491
N -0.0425 -5.4277 -3.8815
O 0.9595 -7.3053 -3.3373
C 1.4330 -4.2072 -1.5613
N 0.7443 -3.1032 -2.0896
C -0.4971 1.3620 -2.3894
C -0.9028 2.5832 -1.8822
C -1.4013 3.5924 -2.8458
N -0.9336 2.8138 -0.5817
C -0.9220 3.5485 2.1331
H -2.9087 5.6252 2.9736
H -2.5282 6.4000 4.5404
H -1.2554 6.2072 3.3372
H -2.9216 3.2389 2.9530
H -2.1255 1.5684 4.5442
H -0.4836 2.1604 4.4884
H -0.3351 0.5237 2.9293
H -2.0456 0.6692 2.3783
H 0.0698 -0.1633 0.4894
H -0.1626 -1.2048 -2.9413
H 2.2794 -0.9002 -0.0608
H 4.1521 -3.6281 1.0676
H 4.1960 -1.8972 0.7897
H 2.7983 -7.1659 -1.4373
H -0.3606 -5.8799 -4.7332
H 0.0445 -4.3901 -3.8110
H -0.5279 1.1123 -3.4573
H -0.8440 3.5732 -3.8124
H -1.2829 4.5863 -2.3883
H -2.4428 3.3934 -3.1163
H -1.3645 4.1821 1.3564
H -0.0121 4.0320 2.4770
*
```

Results of the Löwdin charge analysis, in e, for atoms 1 through 8: C -0.091; O -0.154; C -0.339; C -0.119; C -0.175; N -0.047; C -0.267; C 0.030

Record 2
A molecular structure, C18H22OS3SbTl. Source: the OMol25 dataset; level of theory: ωB97M-V with the def2-TZVPD basis set.

The energy relative to the best compared isomer or geometry (same formula, charge and spin) comes out at 0.00 kJ/mol. The HOMO energy (alpha / beta) comes out at -0.124 / -0.146 Eh. The gap between HOMO and LUMO (alpha / beta) comes out at 5.66 / 6.06 eV. Its expectation value of S² is 0.7616. The total energy comes out at -2381.76284 Eh.

```
! RIJCOSX wB97M-V def2-TZVPD def2/J DEFGRID3
* xyz -1 2
Tl -1.9268 1.7997 -0.9209
C 1.0064 -2.2947 0.1054
C 0.8206 -2.3801 -1.4152
C 1.9855 -1.6981 -2.1298
C -0.5368 -1.8445 -1.8524
C -1.6595 -2.0261 -1.0460
C -2.9128 -1.5813 -1.4379
C -3.1070 -0.9544 -2.6645
C -4.4783 -0.5336 -3.1209
C -1.9884 -0.7632 -3.4660
C -0.7290 -1.1925 -3.0674
H 2.0581 -2.4264 0.3693
H 0.4423 -3.0658 0.6310
H 0.6695 -1.3289 0.4877
H 0.8425 -3.4409 -1.6913
H 1.9525 -0.6146 -1.9805
H 1.9842 -1.8867 -3.2042
H 2.9329 -2.0688 -1.7342
H -1.5603 -2.5119 -0.0833
H -3.7614 -1.7335 -0.7804
H -4.9389 -1.3292 -3.7137
H -4.4314 0.3661 -3.7342
H -5.1262 -0.3072 -2.2757
H -2.0991 -0.2466 -4.4132
H 0.1115 -1.0011 -3.7223
S -3.3813 6.0388 0.0288
Sb -4.2678 3.9588 0.3782
S -4.5949 2.7480 -1.5996
S -2.7770 2.5646 1.5727
C 2.3072 1.9374 0.1123
C 1.4353 1.3359 1.1841
O 0.2776 1.0523 0.9800
C 2.0047 1.1084 2.5645
C 1.1110 1.1237 3.6287
C 1.5684 0.8936 4.9170
C 2.9149 0.6291 5.1402
C 3.8074 0.6102 4.0779
C 3.3518 0.8631 2.7886
H 1.7256 2.0411 -0.8000
H 3.1799 1.3073 -0.0782
H 2.6723 2.9143 0.4358
H 0.0648 1.3221 3.4264
H 0.8732 0.9191 5.7461
H 3.2694 0.4385 6.1457
H 4.8556 0.4014 4.2500
H 4.0516 0.8563 1.9614
*
```

Results of the Löwdin charge analysis, in e, for atoms 1 through 8: Tl 0.354; C -0.069; C -0.366; C -0.083; C -0.206; C -0.042; C -0.061; C -0.331

Record 3
A single C18H23BO2 molecule at a distorted geometry. Source: the OMol25 dataset; level of theory: ωB97M-V with the def2-TZVPD basis set.

The SMILES is OCCCCCCOB(c1ccccc1)c1ccccc1. The energy relative to the best compared isomer or geometry (same formula, charge and spin) comes out at 41.52 kJ/mol. The HOMO energy comes out at -0.339 Eh. The gap between HOMO and LUMO comes out at 9.87 eV. The total energy comes out at -875.04556 Eh.

```
! RIJCOSX wB97M-V def2-TZVPD def2/J DEFGRID3
* xyz 0 1
O -2.8958 0.1018 -2.2009
C -2.1876 1.2988 -2.4567
C -1.2617 1.6711 -1.3498
C -0.4413 2.9552 -1.5644
C 0.3088 3.4538 -0.3126
C 1.6538 2.8698 0.0840
C 1.6125 1.4536 0.7125
O 1.1012 0.4594 -0.1523
B 0.5571 -0.7152 0.3223
C 0.5795 -0.9947 1.8468
C 1.7547 -1.4652 2.3882
C 1.9376 -1.4568 3.7541
C 0.8859 -1.0989 4.5504
C -0.2822 -0.5524 4.0346
C -0.4063 -0.4527 2.6700
C 0.0277 -1.7911 -0.6506
C -1.0894 -2.5497 -0.4640
C -1.4674 -3.5024 -1.3685
C -0.7638 -3.5910 -2.5503
C 0.3359 -2.8081 -2.8250
C 0.6925 -1.8594 -1.8661
H -2.2800 -0.6055 -1.8723
H -2.9501 2.0875 -2.6336
H -1.6476 1.2076 -3.4310
H -1.8576 1.7580 -0.4249
H -0.6039 0.8232 -1.1737
H -1.1185 3.7545 -1.8417
H 0.2065 2.8104 -2.4336
H 0.4391 4.5361 -0.4830
H -0.3468 3.3020 0.5467
H 2.1647 3.6210 0.7347
H 2.2879 2.8433 -0.7833
H 0.9840 1.4258 1.6293
H 2.5948 1.0979 1.0148
H 2.5577 -1.7654 1.7351
H 2.8539 -1.8122 4.1830
H 0.9473 -1.1460 5.6250
H -1.0848 -0.2554 4.6632
H -1.3014 -0.0836 2.2232
H -1.6339 -2.4440 0.4464
H -2.3134 -4.1491 -1.2317
H -1.0167 -4.3456 -3.2876
H 0.8951 -2.8272 -3.7580
H 1.5720 -1.2593 -2.0486
*
```

Results of the Löwdin charge analysis, in e, for atoms 1 through 8: O -0.080; C -0.296; C -0.204; C -0.181; C -0.204; C -0.160; C -0.158; O 0.034

Record 4
A molecular structure, C18H23BrCl2NP2Pd. Source: the OMol25 dataset; level of theory: ωB97M-V with the def2-TZVPD basis set.

The energy relative to the best compared isomer or geometry (same formula, charge and spin) comes out at 1.75 kJ/mol. The HOMO energy comes out at -0.092 Eh. The gap between HOMO and LUMO comes out at 5.06 eV. The total energy comes out at -5059.48129 Eh.

```
! RIJCOSX wB97M-V def2-TZVPD def2/J DEFGRID3
* xyz -1 1
Pd 0.2209 -0.5774 -0.2062
C 3.2803 1.2385 -0.5469
P 2.4792 -0.3547 -0.2527
C 3.1540 -1.4005 -1.5870
C 3.2411 -1.0728 1.2673
C 2.4294 -2.3123 1.6823
P 0.6162 -1.9186 1.6230
C -0.1076 -3.4422 2.3368
C 0.4747 -0.8094 3.0717
H 4.3639 1.1551 -0.6484
H 3.0252 1.9252 0.2614
H 2.8254 1.6313 -1.4584
H 4.2389 -1.5140 -1.5175
H 2.8940 -0.9263 -2.5345
H 2.6761 -2.3794 -1.5644
H 3.1631 -0.3148 2.0516
H 4.3017 -1.2991 1.1303
H 2.7061 -2.6509 2.6853
H 2.6134 -3.1394 0.9909
H 0.3693 -3.6814 3.2903
H 0.0177 -4.2790 1.6491
H -1.1758 -3.2997 2.4993
H 0.9386 -1.2491 3.9589
H -0.5833 -0.6256 3.2655
H 0.9257 0.1546 2.8455
Cl -0.0023 2.2347 -4.1420
C -0.4989 2.9068 -2.5964
C -1.0581 4.1563 -2.5962
C -1.4681 4.7633 -1.4059
C -1.2543 4.0548 -0.2304
C -0.6888 2.7988 -0.2359
Cl -0.3631 2.0980 1.3503
C -0.2825 2.0665 -1.4226
N 0.2359 0.8851 -1.5623
H -1.1812 4.6639 -3.5458
H -1.9221 5.7441 -1.3988
H -1.5222 4.4889 0.7261
Br -6.4932 -1.2066 -1.1034
C -4.6133 -0.9999 -0.8192
C -4.0689 -1.3623 0.3967
C -2.6970 -1.2135 0.5812
C -1.8418 -0.7048 -0.4035
C -2.4533 -0.3484 -1.6122
C -3.8191 -0.4911 -1.8304
H -4.6990 -1.7518 1.1866
H -2.3025 -1.4942 1.5554
H -1.8363 0.0565 -2.4070
H -4.2584 -0.2030 -2.7772
*
```

Results of the Löwdin charge analysis, in e, for atoms 1 through 8: Pd 0.481; C -0.257; P 0.732; C -0.258; C -0.405; C -0.418; P 0.732; C -0.270

Record 5
A single C18H23BrN4O5S molecule at a distorted geometry. Source: the OMol25 dataset; level of theory: ωB97M-V with the def2-TZVPD basis set.

The SMILES is COc1ccc(CCNC(=O)CCNS(=O)(=O)c2cc(Br)cnc2N)cc1OC. The energy relative to the best compared isomer or geometry (same formula, charge and spin) comes out at 0.00 kJ/mol. The HOMO energy comes out at -0.300 Eh. The gap between HOMO and LUMO comes out at 8.47 eV. The total energy comes out at -4267.15083 Eh.

```
! RIJCOSX wB97M-V def2-TZVPD def2/J DEFGRID3
* xyz 0 1
C -4.2182 -2.1384 2.4079
O -3.1656 -2.1450 1.4755
C -3.0262 -1.0645 0.6390
C -3.8645 0.0443 0.6667
C -3.6348 1.1409 -0.1420
C -2.5715 1.1523 -1.0305
C -2.2283 2.3801 -1.8216
C -1.5907 3.4341 -0.9004
N -0.3660 2.9787 -0.2875
C -0.3007 2.6080 1.0042
O -1.2396 2.6546 1.7737
C 1.0912 2.1548 1.4441
C 1.2018 0.6306 1.3614
N 0.9297 0.1557 0.0229
S 1.9403 0.4504 -1.2330
O 2.1787 1.8618 -1.3395
O 1.3672 -0.2179 -2.3707
C 3.4676 -0.3636 -0.8023
C 4.5190 0.3626 -0.2956
C 5.6655 -0.3245 0.0865
Br 7.1536 0.6058 0.7986
C 5.6994 -1.7042 -0.0596
N 4.6934 -2.3959 -0.5512
C 3.5761 -1.7631 -0.9239
N 2.5471 -2.5119 -1.3664
C -1.7729 0.0245 -1.1110
C -1.9685 -1.0722 -0.2821
O -1.0065 -2.0580 -0.3962
C -1.3538 -3.4042 -0.1437
H -5.1949 -2.1076 1.9146
H -4.1243 -3.0738 2.9583
H -4.1330 -1.2987 3.1044
H -4.6927 0.0753 1.3557
H -4.2858 1.9979 -0.0631
H -3.1246 2.8151 -2.2680
H -1.5262 2.1253 -2.6169
H -1.3812 4.3431 -1.4733
H -2.2755 3.6707 -0.0823
H 0.4287 2.7937 -0.8854
H 1.8508 2.6203 0.8193
H 1.2344 2.4548 2.4830
H 2.2019 0.3128 1.6957
H 0.4560 0.1851 2.0226
H 0.4875 -0.7488 -0.0476
H 4.4362 1.4360 -0.2185
H 6.5722 -2.2759 0.2245
H 2.7529 -3.4750 -1.5745
H 1.8202 -2.0373 -1.8883
H -0.9507 -0.0147 -1.8082
H -2.2963 -3.6676 -0.6282
H -1.4316 -3.6083 0.9259
H -0.5466 -3.9984 -0.5731
*
```

Results of the Löwdin charge analysis, in e, for atoms 1 through 8: C -0.082; O -0.110; C -0.193; C -0.006; C -0.032; C -0.231; C -0.121; C -0.161

Record 6
A single C18H23ClN2O6 molecule. Source: the OMol25 dataset; level of theory: ωB97M-V with the def2-TZVPD basis set.

The SMILES is CCOCCOC(=O)C1=C(C)N(C)C(=O)N[C@H]1c1cc(Cl)c(O)c(OC)c1. The energy relative to the best compared isomer or geometry (same formula, charge and spin) comes out at 31.04 kJ/mol. The HOMO energy comes out at -0.304 Eh. The gap between HOMO and LUMO comes out at 8.86 eV. The total energy comes out at -1720.87434 Eh.

```
! RIJCOSX wB97M-V def2-TZVPD def2/J DEFGRID3
* xyz 0 1
C 2.7933 -1.6908 -6.0245
C 2.7521 -1.5821 -4.5013
O 1.7045 -0.7672 -4.0162
C 0.4295 -1.3743 -4.0501
C -0.6462 -0.3072 -3.8541
O -0.8214 0.0915 -2.5048
C -1.5895 -0.7247 -1.7373
O -1.9939 -1.7860 -2.1676
C -1.8703 -0.1396 -0.4357
C -2.7148 -0.6841 0.4853
C -3.3186 -2.0421 0.3660
N -3.0671 0.0386 1.5989
C -3.8105 -0.5630 2.6842
C -2.9561 1.4354 1.6289
O -3.5454 2.1033 2.4502
N -2.1988 1.9657 0.6426
C -1.2250 1.1889 -0.0851
C 0.0509 0.9325 0.7056
C 0.1043 1.0909 2.0786
C 1.2760 0.8054 2.7654
Cl 1.3396 1.0052 4.4760
C 2.4062 0.3562 2.0996
O 3.5471 0.0781 2.7741
C 2.3418 0.1964 0.7031
O 3.5098 -0.2517 0.1406
C 3.5193 -0.5009 -1.2453
C 1.1768 0.4845 0.0182
H 3.6957 -2.2167 -6.3231
H 1.9354 -2.2365 -6.4092
H 2.8008 -0.6969 -6.4642
H 2.6899 -2.5846 -4.0535
H 3.6659 -1.0978 -4.1475
H 0.2534 -1.8541 -5.0202
H 0.3461 -2.1397 -3.2654
H -1.5976 -0.6931 -4.2348
H -0.3558 0.5991 -4.3880
H -2.9605 -2.6808 1.1718
H -3.0454 -2.4859 -0.5844
H -4.4034 -1.9850 0.4353
H -4.7986 -0.8988 2.3655
H -3.2555 -1.4040 3.0985
H -3.9376 0.2017 3.4489
H -2.0600 2.9630 0.7029
H -0.9716 1.7290 -1.0012
H -0.7435 1.4448 2.6417
H 4.2073 -0.2149 2.1307
H 2.7757 -1.2537 -1.5169
H 3.3310 0.4098 -1.8195
H 4.5176 -0.8748 -1.4678
H 1.1206 0.3687 -1.0514
*
```

Results of the Löwdin charge analysis, in e, for atoms 1 through 8: C -0.069; C -0.283; O -0.165; C -0.180; C -0.125; O -0.023; C -0.423; O 0.082

Record 7
A single C18H23F2N5O3S molecule at a distorted geometry. Source: the OMol25 dataset; level of theory: ωB97M-V with the def2-TZVPD basis set.

The SMILES is [H]/N=c1\[nH]c(/C(=N/OC)C(=O)N[C@]23C[C@H]2CN(C(=O)CCC2CC(F)(F)C2)C3)cs1. The energy relative to the best compared isomer or geometry (same formula, charge and spin) comes out at 63.86 kJ/mol. The HOMO energy comes out at -0.288 Eh. The gap between HOMO and LUMO comes out at 8.10 eV. The total energy comes out at -1797.04580 Eh.

```
! RIJCOSX wB97M-V def2-TZVPD def2/J DEFGRID3
* xyz 0 1
H -6.4845 -5.3243 -3.3320
N -5.6451 -5.8307 -3.0622
C -4.6865 -5.0587 -2.7610
N -4.6218 -3.6766 -2.7449
C -3.4067 -3.1267 -2.3612
C -3.2689 -1.6819 -2.3090
N -4.2779 -0.9961 -2.6825
O -4.0831 0.3737 -2.6210
C -5.2115 1.0329 -3.1820
C -1.9328 -1.1331 -1.8350
O -0.8997 -1.4777 -2.3662
N -1.9943 -0.3263 -0.7493
C -0.8332 0.2040 -0.1298
C -0.6977 1.6876 0.0450
C 0.1792 0.9658 -0.9250
C 1.5248 0.5099 -0.4500
N 1.2461 -0.0513 0.8864
C 2.2685 -0.8688 1.4073
O 2.3197 -2.0600 1.2232
C 3.4099 -0.1499 2.0987
C 3.0613 1.1884 2.7253
C 4.2717 1.8762 3.3286
C 5.2475 2.4520 2.2647
C 4.6560 3.8306 2.5442
F 5.5550 4.8419 2.7189
F 3.7883 4.2537 1.5789
C 3.9646 3.3237 3.8062
C -0.0745 -0.6828 0.8195
C -2.4778 -4.0442 -2.0634
S -3.0935 -5.6588 -2.2521
H -5.4038 -3.1025 -3.0125
H -5.0148 2.0989 -3.0935
H -5.3301 0.7718 -4.2342
H -6.1217 0.7825 -2.6355
H -2.8984 -0.0747 -0.3858
H -1.4848 2.3101 -0.3556
H -0.2800 2.0485 0.9752
H 0.0411 1.0626 -1.9894
H 1.9108 -0.2566 -1.1380
H 2.2673 1.3112 -0.3897
H 3.8098 -0.8382 2.8450
H 4.1961 -0.0307 1.3439
H 2.6059 1.8477 1.9813
H 2.3050 1.0417 3.5029
H 4.7293 1.2428 4.0869
H 6.2952 2.4065 2.5549
H 5.1466 2.0824 1.2439
H 2.9156 3.5930 3.9297
H 4.5156 3.6188 4.6971
H -0.5115 -0.7425 1.8198
H -0.0375 -1.6981 0.4033
H -1.4588 -3.8677 -1.7700
*
```

Results of the Löwdin charge analysis, in e, for atoms 1 through 8: H 0.039; N 0.051; C -0.719; N 0.066; C -0.314; C -0.131; N 0.108; O -0.179

Record 8
A molecular structure, C18H23F9N7O2Pt. Source: the OMol25 dataset; level of theory: ωB97M-V with the def2-TZVPD basis set.

The energy relative to the best compared isomer or geometry (same formula, charge and spin) comes out at 120.58 kJ/mol. The HOMO energy comes out at -0.397 Eh. The gap between HOMO and LUMO comes out at 8.69 eV. The total energy comes out at -2251.52901 Eh.

```
! RIJCOSX wB97M-V def2-TZVPD def2/J DEFGRID3
* xyz 1 1
Pt 0.0486 0.2187 0.1824
N -0.4111 -0.2352 2.1421
C -1.7276 -0.8050 2.5297
C -1.9732 -2.2522 2.1345
C -2.1955 -2.5547 0.6597
N -0.9183 -2.6526 -0.0507
H 0.3369 -0.7892 2.5526
H -0.3487 0.6942 2.5540
H -2.4849 -0.1534 2.0937
H -1.8150 -0.7380 3.6171
H -2.8678 -2.5419 2.6912
H -1.1690 -2.8925 2.5163
H -2.7845 -1.7534 0.2066
H -2.7843 -3.4751 0.5793
H -1.0694 -2.8401 -1.0344
H -0.3880 -3.4363 0.3157
C -3.8078 5.2642 -0.9905
N -2.9348 4.1754 -0.6062
C -3.2344 2.7780 -0.8417
C -2.0525 2.1257 -0.1599
O -1.8964 0.8848 -0.1720
N -1.2517 3.0356 0.3940
C -1.8007 4.2288 0.0968
N -1.2321 5.3631 0.5090
H -4.2338 5.0529 -1.9694
H -3.2465 6.1925 -1.0769
H -4.6156 5.4033 -0.2706
H -3.2219 2.5389 -1.9069
H -4.1904 2.4700 -0.4141
H -0.2893 5.2872 0.8526
H -1.5297 6.2545 0.1547
N 3.7916 -1.0331 -0.6396
C 2.4921 -1.2611 -0.4208
N 1.9652 -0.3700 0.3948
C 2.9844 0.5427 0.6848
C 2.9837 1.6895 1.4722
C 4.1703 2.3842 1.5782
C 5.3343 1.9567 0.9186
C 5.3457 0.8184 0.1399
C 4.1461 0.1238 0.0419
H 4.3758 -1.5778 -1.2514
H 1.9544 -2.0918 -0.8465
H 2.0843 2.0280 1.9694
H 4.2128 3.2772 2.1868
H 6.2421 2.5343 1.0250
H 6.2414 0.4886 -0.3682
F -0.7229 2.8155 -2.8032
C 0.0908 2.0748 -3.5784
F -0.4767 1.9922 -4.7858
F 1.2334 2.7501 -3.7034
C 0.3372 0.6768 -2.9194
O 0.6507 0.8847 -1.6253
C 1.5580 -0.0020 -3.6222
F 1.5189 0.0617 -4.9519
F 2.7021 0.5548 -3.2184
F 1.6181 -1.3051 -3.2723
C -0.9268 -0.2072 -3.1694
F -0.9434 -1.2496 -2.3325
F -2.0540 0.4912 -2.9582
F -0.9824 -0.6873 -4.4132
*
```

Results of the Löwdin charge analysis, in e, for atoms 1 through 8: Pt 1.172; N -0.106; C -0.222; C -0.186; C -0.272; N -0.022; H 0.105; H 0.095